[1]
{"formula": "C36H73F2N14O13P3S2", "method": "ωB97M-V/def2-TZVPD", "gap_ha": [0.0522, 0.1872], "homo_ev": [-0.72, -4.39], "s_squared": 0.764, "charge": -1, "multiplicity": 2, "species": ["N", "H", "P", "O", "C", "C", "H", "N", "N", "O", "H", "C", "H", "H", "H", "H", "H", "C", "F", "O", "H", "C", "N", "O", "H", "H", "O", "H", "C", "H", "O", "H", "C", "C", "H", "H", "H", "H", "H", "H", "H", "C", "H", "H", "H", "H", "C", "H", "H", "H", "C", "C", "C", "N", "C", "H", "H", "H", "O", "H", "H", "H", "H", "H", "N", "H", "C", "O", "C", "H", "H", "H", "H", "P", "H", "H", "H", "H", "H", "H", "C", "H", "C", "H", "H", "C", "H", "H", "H", "N", "C", "C", "S", "H", "C", "H", "C", "O", "S", "H", "C", "H", "C", "O", "N", "N", "H", "N", "H", "C", "H", "C", "N", "N", "H", "C", "H", "H", "F", "C", "C", "N", "O", "C", "C", "O", "H", "H", "H", "C", "H", "O", "H", "H", "H", "C", "H", "H", "H", "C", "C", "P", "N"], "coordinates": [[6.95057, 7.28463, 0.63242], [-4.95144, -1.87232, 2.13675], [-5.35745, 0.34133, 0.33480], [0.99722, 10.17946, 2.23241], [0.34969, -3.77539, -1.69570], [0.13702, -8.21525, 1.13620], [-3.74542, 2.19834, 2.10865], [-1.41831, -5.27890, 2.03727], [0.29849, -1.92341, -5.33729], [2.26377, 1.44983, 2.93534], [0.98845, -8.20777, 4.66203], [-5.28822, 3.00462, -0.46272], [-0.75267, -5.42915, -4.26612], [1.34783, -2.28761, -7.13628], [3.07991, -2.24317, 2.89298], [1.04993, 0.04683, -5.39643], [2.35829, -7.07477, 4.35564], [-0.04671, -5.72521, 4.91468], [4.11511, 1.01177, 1.75206], [6.32664, 8.17688, 0.11760], [5.64490, 2.15996, -0.11636], [3.01780, 8.35459, 2.56298], [2.20299, 0.05012, 0.86830], [-0.45882, 8.55268, 1.99312], [7.03583, 2.74346, 1.84663], [-2.38474, -3.76132, 0.89056], [2.35195, -2.51990, -3.62221], [-2.54960, 0.92915, 2.25846], [-0.25823, 5.45587, -1.30683], [-3.65926, 1.18406, 3.54971], [-3.60183, 6.76889, 2.16834], [7.75552, 5.11473, 2.04062], [1.72285, 7.95090, 2.16842], [1.42514, -7.48654, 3.97122], [-0.38208, 7.59703, -1.40918], [1.43886, -6.45307, -0.85489], [-2.20955, -0.11808, -0.28042], [-0.40386, -4.53144, -1.47514], [-2.45306, -3.66985, 2.66899], [0.53838, -4.89416, 5.30851], [-0.65964, -0.09871, -5.46999], [0.21689, -0.51404, -4.97268], [-2.29247, 7.65945, 0.20190], [-7.92727, 2.21755, 0.14692], [-3.90881, -0.09698, -3.01346], [-0.96937, -5.22552, 4.61953], [-4.04892, -1.26115, 2.13194], [-0.00217, -3.33488, -6.93628], [-2.52339, -6.56430, 0.97895], [-5.29620, 2.65014, -1.49344], [5.43710, 4.15479, -0.81843], [2.22819, -5.07964, -5.80743], [-4.68313, -0.01232, -2.25098], [-4.24251, 0.29104, -0.91558], [1.76271, -6.62926, 0.17087], [-1.90823, 3.46589, 0.84932], [1.87626, -5.84941, -6.49423], [-0.31662, -6.41622, 5.71328], [7.74588, 7.54552, 1.47556], [-2.04041, -3.00760, -2.42819], [-5.42038, 0.70287, -2.61579], [2.63182, -1.53119, 1.38700], [1.72860, -7.97967, 3.04773], [-2.20270, 0.90398, -1.58508], [-3.45749, 5.72303, 1.63619], [4.53647, 5.44848, 1.99361], [-7.20654, 2.26886, 0.96302], [2.65539, 2.51748, 0.67903], [5.87663, 3.19693, 0.07706], [0.41837, 6.36131, 1.57209], [1.36067, -4.18257, -1.68008], [-2.76017, 1.46199, -0.01311], [4.79902, 3.99090, -1.67422], [0.29265, -5.58938, 2.19572], [2.00276, -2.92516, 1.83651], [0.34845, -2.87396, -1.08293], [-0.11095, -6.26030, -5.67735], [2.72131, -4.24779, -6.31038], [-3.38549, -1.60355, 1.33775], [3.59627, -2.77812, 1.39610], [-1.81796, -3.89436, 1.81205], [-7.26046, 3.28202, 1.36141], [-0.77324, 6.69540, -0.96144], [0.96150, -8.92203, 1.22997], [2.34521, 4.78827, 1.44065], [7.13984, 4.83218, 1.19949], [-0.92814, -3.26514, 1.83244], [2.45969, -7.45245, 0.32797], [-3.50511, -1.30989, 3.07534], [-5.90261, 1.95606, 0.36292], [1.42641, 6.66721, 1.81023], [5.83047, 5.48403, -0.71083], [0.61708, 0.47825, 0.48022], [-0.61774, -8.36967, 1.90730], [-1.79591, 6.72779, -0.02577], [-0.44274, -8.45422, 0.24464], [-2.83606, 0.64915, -0.73535], [1.10714, -4.31327, 2.14074], [2.55343, 1.30081, 1.50768], [5.46798, 6.22256, -1.41053], [0.32986, -2.31399, -6.74752], [0.57561, 5.38235, -1.98924], [6.65863, 5.86416, 0.36366], [0.49843, 1.06359, -0.85212], [2.83839, -2.36401, 1.91976], [0.67419, 8.95393, 2.12098], [-2.30161, -7.06773, 2.68963], [-4.48701, 0.13983, 1.77993], [-0.11817, 3.45155, -0.90660], [-1.62530, 4.39013, 0.36750], [-3.45416, -5.83771, 2.20024], [3.76608, 6.19684, 2.10708], [0.43543, -6.37557, 3.70731], [0.67628, -6.79793, 1.11136], [-4.28110, 3.12719, -0.06426], [6.71077, 3.47195, 1.11860], [3.17532, 9.35135, 2.94779], [-5.31875, -0.89705, -2.21434], [0.01426, -0.98497, 0.21435], [-1.21045, -2.42413, -2.82671], [-2.45332, -6.22675, 2.01300], [-0.06262, -3.29033, -3.02967], [-4.12389, 4.70574, 1.85366], [-0.64370, 4.35021, -0.61915], [-3.59094, 1.17879, 2.46187], [-6.43844, -0.63756, 0.15250], [-7.57766, 1.57753, 1.71961], [2.33114, -5.74895, 0.47097], [0.16102, -0.24888, -3.91690], [-0.23139, -5.28201, -5.21201], [5.06478, 7.73422, 2.93117], [-0.23472, 1.03799, 1.52030], [-1.58459, -1.85928, -3.68058], [2.89930, -5.49678, -5.05664], [-5.81064, 3.95419, -0.34659], [4.07353, 7.41872, 2.64080], [-0.90801, -1.67391, -2.09610], [-0.25093, -1.61112, -7.34480], [-0.89198, -4.79949, -5.93236], [-2.28663, 5.59234, 0.64992], [2.48098, 5.79443, 1.80889], [1.06184, -2.97040, -4.24713], [1.08295, -4.51744, -5.03289]]}



[2]
{"formula": "C7H9BO4", "method": "ωB97M-V/def2-TZVPD", "gap_ha": 0.3437, "homo_ev": -9.11, "charge": 0, "smiles": "OB(O)C(O)(O)c1ccccc1", "multiplicity": 1, "de_lowest_kj_mol": 0.0, "species": ["C", "O", "H", "H", "H", "O", "B", "C", "H", "C", "C", "C", "H", "C", "H", "O", "H", "H", "O", "C", "H"], "coordinates": [[-0.85970, -0.03418, -1.02888], [1.66793, 1.36634, 1.16730], [-2.73819, -0.44344, -1.96013], [1.75708, -2.71193, -0.78093], [-2.83210, 0.37562, 2.30270], [3.25146, -0.69539, 0.64619], [2.15037, -0.68344, -0.11806], [-0.17746, 0.32107, 0.10486], [1.87107, 2.19167, 0.79413], [-2.26143, 0.18744, 1.24580], [1.27578, 0.71541, -0.01288], [-2.21266, -0.33340, -1.05308], [-0.26856, -0.13779, -1.96742], [-0.92308, 0.45691, 1.27081], [-4.02954, -0.40930, 0.10780], [1.48027, 1.62799, -1.08518], [-0.42797, 0.65658, 2.18468], [0.97163, 1.23423, -1.87710], [1.69715, -1.75716, -0.84827], [-2.92485, -0.31676, 0.10346], [3.53281, -1.61049, 0.80423]]}



no.,strongest force on any atom (eV/Å)
1,14.6
2,3.8